# 1
{"formula": "C5H8N2", "method": "wB97M-V/def2-TZVPD", "elements": ["N", "C", "C", "H", "C", "H", "H", "H", "H", "C", "N", "H", "H", "H", "C"], "xyz": [[2.12, -0.67, -0.25], [1.07, -0.08, 0.51], [-1.25, 1.02, -0.04], [-0.07, -0.10, -1.46], [-1.38, -1.17, -0.23], [-1.57, -1.93, -0.97], [2.39, -0.07, -1.02], [-1.83, 0.94, 0.87], [-1.74, 1.59, -0.83], [0.96, 1.36, 0.74], [0.06, 2.14, 0.59], [0.92, -0.63, 1.45], [2.94, -0.86, 0.31], [-1.83, -1.29, 0.75], [-0.43, -0.15, -0.43]], "nbo_charge": [-0.81, -0.14, -0.25, 0.22, -0.33, 0.20, 0.36, 0.21, 0.22, 0.24, -0.39, 0.22, 0.37, 0.19, -0.32], "lumo_energy_ha": [-0.0001, -0.0047], "relative_energy_ev": 4.904, "orbital_gap_ha": [0.283, 0.284]}

=====

# 2
{"formula": "C10H30O5S5", "method": "wB97M-V/def2-TZVPD", "elements": ["H", "H", "H", "H", "C", "H", "S", "H", "O", "S", "C", "H", "C", "H", "H", "O", "S", "H", "H", "C", "H", "C", "C", "H", "H", "H", "H", "O", "H", "O", "H", "H", "H", "C", "H", "H", "C", "C", "H", "H", "H", "S", "H", "S", "H", "H", "H", "H", "C", "O"], "xyz": [[-43.54, -13.06, -43.05], [-36.81, -11.14, -45.56], [-45.48, -14.01, -48.01], [-39.14, -16.80, -47.05], [-42.31, -11.37, -45.48], [-43.63, -13.88, -41.17], [-45.74, -12.45, -49.82], [-35.32, -11.72, -44.67], [-34.22, -11.56, -47.86], [-42.42, -15.15, -42.75], [-35.76, -11.07, -45.67], [-39.35, -16.83, -45.47], [-42.92, -13.59, -42.24], [-43.11, -12.09, -45.85], [-41.52, -12.07, -47.99], [-39.67, -11.09, -45.81], [-37.69, -15.35, -46.04], [-43.79, -11.95, -50.86], [-40.60, -16.29, -41.30], [-36.62, -10.87, -48.04], [-46.85, -13.20, -47.59], [-40.94, -12.74, -47.42], [-37.94, -14.53, -44.52], [-37.13, -13.99, -44.09], [-45.61, -12.16, -47.54], [-36.45, -11.40, -49.08], [-39.89, -15.37, -46.21], [-41.43, -14.98, -43.91], [-42.08, -15.25, -40.52], [-45.83, -13.71, -50.63], [-39.99, -13.02, -47.66], [-40.72, -14.52, -41.52], [-43.59, -12.97, -49.51], [-44.03, -12.11, -49.88], [-42.09, -13.13, -41.87], [-41.59, -13.61, -47.35], [-39.19, -16.19, -46.14], [-45.94, -13.08, -48.08], [-36.09, -9.85, -48.26], [-43.74, -11.40, -49.36], [-35.26, -10.15, -45.62], [-35.50, -11.92, -47.18], [-37.60, -10.85, -47.51], [-40.67, -12.15, -45.70], [-42.47, -10.41, -45.97], [-38.68, -14.02, -44.08], [-38.18, -15.24, -43.82], [-42.62, -11.32, -44.51], [-41.27, -15.40, -41.38], [-37.70, -14.14, -47.04]], "nbo_charge": [0.27, 0.24, 0.23, 0.24, -0.83, 0.23, 1.25, 0.20, -1.00, 1.23, -0.84, 0.22, -0.84, 0.22, 0.22, -1.00, 1.26, 0.25, 0.26, -0.87, 0.24, -0.81, -0.90, 0.24, 0.21, 0.24, 0.24, -1.01, 0.21, -0.99, 0.26, 0.22, 0.23, -0.80, 0.22, 0.22, -0.81, -0.82, 0.24, 0.20, 0.23, 1.30, 0.26, 1.28, 0.24, 0.26, 0.23, 0.21, -0.79, -1.00], "lumo_energy_ha": -0.0040, "relative_energy_ev": 6.502, "orbital_gap_ha": 0.290}

=====

# 3
{"formula": "C8H10BFNO11P", "method": "wB97M-V/def2-TZVPD", "elements": ["C", "H", "O", "C", "C", "H", "O", "H", "O", "C", "C", "H", "O", "N", "C", "H", "O", "O", "O", "P", "C", "O", "O", "O", "H", "C", "H", "B", "F", "H", "H", "O", "H"], "xyz": [[3.59, -0.93, -1.35], [4.16, -4.04, -0.61], [-1.14, 1.30, -0.87], [-2.70, 1.00, 0.93], [-4.59, 4.94, 1.42], [-0.48, -1.83, 1.18], [-3.68, 1.74, 1.44], [3.54, -1.83, 1.63], [-4.73, 5.98, 2.00], [3.37, -3.38, -0.08], [4.10, -2.15, 0.66], [1.31, -3.40, -0.63], [-6.61, 4.77, 0.16], [2.21, -2.99, -0.95], [-2.07, 1.71, -0.19], [-0.63, -0.96, -1.43], [-0.47, -0.19, -0.78], [-3.51, 4.16, 1.53], [4.42, -1.01, -0.18], [1.01, -0.57, 0.08], [2.10, -1.50, -1.19], [-5.04, 3.17, 0.03], [-2.66, 2.89, -0.36], [0.51, -1.73, 1.29], [2.39, -3.41, -1.90], [-5.54, 4.32, 0.48], [5.11, -2.57, 1.04], [-3.72, 2.99, 0.66], [3.47, 0.48, -1.67], [4.15, -1.45, -2.21], [1.58, -1.38, -2.22], [-2.39, -0.10, 1.33], [2.93, -4.05, 0.75]], "nbo_charge": [0.46, 0.25, -0.51, 0.67, 0.66, 0.53, -0.61, 0.23, -0.53, -0.29, -0.11, 0.46, -0.53, -0.53, 0.69, 0.44, -0.85, -0.65, -0.50, 1.27, -0.47, -0.65, -0.60, -1.02, 0.44, 0.66, 0.23, 1.13, -0.34, 0.16, 0.27, -0.59, 0.26], "lumo_energy_ha": -0.0682, "orbital_gap_ha": 0.232}

=====

# 4
{"formula": "C4H10NSi", "method": "wB97M-V/def2-TZVPD", "elements": ["H", "H", "H", "H", "H", "H", "Si", "C", "N", "H", "H", "C", "C", "H", "C", "H"], "xyz": [[0.14, -1.63, -2.76], [-0.37, -0.09, -3.71], [1.22, -0.98, 4.35], [-0.27, -1.31, 3.73], [1.87, -0.06, -1.08], [-1.45, 0.95, -1.93], [0.83, 0.72, -0.51], [-0.79, 0.08, -1.61], [0.42, -0.61, 3.82], [0.91, 2.23, -0.53], [-1.29, -0.44, -0.68], [0.75, -0.02, 2.56], [0.98, 0.13, 1.38], [-1.50, -1.26, -3.09], [-0.49, -0.77, -2.91], [0.09, 0.29, 4.19]], "nbo_charge": [0.22, 0.23, 0.47, 0.46, -0.15, 0.25, 1.02, -0.75, -0.68, -0.11, 0.22, -0.04, -0.21, 0.22, -0.62, 0.48], "smiles": "CC[SiH2]C#C[NH3+]", "lumo_energy_ha": -0.1568, "charge": 1, "relative_energy_ev": 4.197, "orbital_gap_ha": 0.320}

=====

# 5
{"formula": "C4H10NO2", "method": "wB97M-V/def2-TZVPD", "elements": ["H", "O", "H", "H", "C", "C", "H", "N", "O", "C", "C", "H", "H", "H", "H", "H", "H"], "xyz": [[-1.53, -0.65, -2.52], [0.16, 0.75, 1.69], [-0.90, -1.87, -0.44], [0.19, 1.21, -2.48], [1.20, 0.04, 1.77], [0.04, 0.55, -1.58], [2.09, 1.43, 2.89], [2.17, 0.46, 2.66], [1.39, -1.06, 1.14], [-1.60, -0.99, -0.38], [-1.38, -0.06, -1.60], [-1.25, -0.39, 0.54], [-2.05, 0.81, -1.58], [0.84, -0.26, -1.51], [3.11, 0.24, 2.38], [0.14, 1.15, -0.65], [-2.62, -1.36, -0.35]], "nbo_charge": [0.17, -0.82, 0.21, 0.17, 0.85, -0.63, 0.36, -0.89, -0.83, -0.65, -0.39, 0.28, 0.18, 0.22, 0.36, 0.25, 0.17], "lumo_energy_ha": 0.1566, "charge": -1, "relative_energy_ev": 0.309, "orbital_gap_ha": 0.301}

=====

# 6
{"formula": "C3H5NO2", "method": "wB97M-V/def2-TZVPD", "elements": ["H", "N", "C", "H", "C", "H", "C", "O", "H", "H", "O"], "xyz": [[-1.76, -0.22, -1.16], [0.67, -0.49, 0.13], [-1.70, 0.07, -0.11], [-2.37, 0.92, 0.07], [2.01, -0.16, -0.06], [0.41, -1.45, -0.10], [-0.30, 0.51, 0.21], [0.01, 1.66, 0.45], [2.21, 0.89, 0.19], [-2.02, -0.78, 0.50], [2.83, -0.94, -0.47]], "nbo_charge": [0.24, -0.67, -0.72, 0.25, 0.54, 0.41, 0.69, -0.57, 0.15, 0.23, -0.55], "smiles": "CC(=O)NC=O", "lumo_energy_ha": 0.0252, "relative_energy_ev": 0.061, "orbital_gap_ha": 0.399}